[1]
Below is C41H55ClN3O5P2Tc as an isolated structure, with properties calculated with wB97M-V/def2-TZVPD.

- ΔE to the lowest compared entry with this formula, charge and spin: 567.5 kJ/mol
- E_tot: -3359.1517 Eh

Structure (ORCA input):
```
! RIJCOSX wB97M-V def2-TZVPD def2/J DEFGRID3
* xyz 1 2
Tc 0.113 0.259 -0.577
C -0.604 0.206 4.822
C -0.051 0.967 3.618
C -1.004 2.055 3.131
P 0.421 -0.168 2.211
C 0.923 -1.831 2.888
C 1.197 -2.819 1.750
C 2.129 -1.835 3.825
C 2.166 0.655 1.948
C 2.872 1.128 3.052
C 4.061 1.833 2.924
C 4.830 2.277 4.136
C 4.513 2.123 1.638
C 3.858 1.620 0.540
C 2.710 0.822 0.679
N 2.098 0.243 -0.447
C 2.950 -0.282 -1.446
C 4.230 -0.780 -1.176
C 5.023 -1.279 -2.191
C 4.579 -1.314 -3.510
C 5.435 -1.879 -4.608
C 3.284 -0.878 -3.763
C 2.468 -0.389 -2.752
P 0.697 -0.042 -2.941
C 0.582 1.465 -4.006
C 1.321 2.601 -3.289
C 1.126 1.259 -5.418
C 0.216 -1.553 -3.919
C 0.594 -2.827 -3.158
C -1.243 -1.599 -4.358
H -0.994 0.917 5.551
H 0.172 -0.382 5.313
H -1.412 -0.469 4.541
H 0.851 1.485 3.919
H -1.940 1.634 2.778
H -0.549 2.639 2.331
H -1.228 2.736 3.953
H 0.044 -2.160 3.444
H 2.031 -2.474 1.132
H 0.335 -2.949 1.109
H 1.463 -3.789 2.174
H 3.041 -1.556 3.298
H 2.260 -2.852 4.197
H 2.006 -1.181 4.687
H 2.521 0.938 4.055
H 4.357 1.936 5.055
H 4.905 3.365 4.170
H 5.845 1.880 4.106
H 5.391 2.743 1.501
H 4.215 1.841 -0.457
H 4.600 -0.800 -0.162
H 6.008 -1.659 -1.950
H 6.486 -1.882 -4.324
H 5.328 -1.310 -5.531
H 5.142 -2.910 -4.817
H 2.911 -0.955 -4.777
H -0.480 1.697 -4.059
H 2.388 2.377 -3.214
H 0.930 2.766 -2.285
H 1.207 3.527 -3.853
H 2.190 1.023 -5.402
H 1.005 2.189 -5.977
H 0.589 0.478 -5.957
H 0.840 -1.479 -4.814
H 0.059 -2.884 -2.212
H 1.662 -2.885 -2.950
H 0.323 -3.697 -3.759
H -1.892 -1.823 -3.509
H -1.371 -2.392 -5.096
H -1.573 -0.663 -4.799
Cl -6.389 2.872 0.159
C -4.718 2.388 0.033
C -3.792 3.344 0.161
C -2.361 3.292 0.037
C -1.537 2.227 0.025
O -0.264 2.284 -0.328
C -1.851 0.763 0.164
C -1.870 -1.258 -0.360
O -0.604 -1.641 -0.478
C -4.391 -0.361 0.253
H -4.190 4.335 0.343
H -1.870 4.245 -0.125
H -2.574 -2.004 -0.716
H -4.170 -1.113 -0.498
C -3.970 -3.311 0.756
C -3.766 -2.252 1.847
C -3.633 -0.723 1.521
C -3.963 -0.045 2.880
C -4.446 1.394 2.991
C -4.579 0.962 -0.411
O -5.669 0.150 -0.033
N -4.108 0.912 -1.787
C -2.825 0.650 -2.134
O -2.371 0.825 -3.235
N -1.984 0.124 -1.057
C -2.161 -0.469 1.030
O -1.262 -0.730 2.035
H -4.270 -4.239 1.243
H -3.064 -3.541 0.198
H -4.770 -3.047 0.063
H -2.882 -2.517 2.432
H -4.622 -2.349 2.512
H -3.078 -0.177 3.503
H -4.745 -0.648 3.340
H -3.735 2.121 2.617
H -4.615 1.608 4.047
H -5.395 1.521 2.476
H -4.664 1.348 -2.511
*
```

[2]
Below is C41H56AuN5O4P2Sb as an isolated structure, with properties calculated with wB97M-V/def2-TZVPD.

- E_tot: -3228.5658 Eh

Structure (ORCA input):
```
! RIJCOSX wB97M-V def2-TZVPD def2/J DEFGRID3
* xyz 3 3
Au 0.854 -0.125 -0.008
O -1.063 -1.596 0.347
P -2.505 -1.648 0.836
C -3.178 0.004 1.119
P -2.445 1.385 0.194
O -0.934 1.392 0.319
C -2.970 1.320 -1.509
C -2.199 2.036 -2.434
C -2.613 2.125 -3.755
C -3.786 1.497 -4.165
C -4.553 0.790 -3.251
C -4.152 0.712 -1.924
C -3.150 2.834 0.931
C -2.293 3.814 1.429
C -2.821 4.969 1.993
C -4.195 5.140 2.060
C -5.052 4.164 1.561
C -4.533 3.013 0.994
C -2.588 -2.481 2.408
C -3.747 -2.444 3.186
C -3.809 -3.164 4.369
C -2.720 -3.929 4.772
C -1.568 -3.971 4.000
C -1.496 -3.247 2.815
C -3.555 -2.520 -0.313
C -2.962 -3.519 -1.093
C -3.744 -4.306 -1.928
C -5.119 -4.112 -1.977
C -5.717 -3.142 -1.184
C -4.939 -2.351 -0.351
H -2.957 0.249 2.162
H -4.265 0.014 1.020
H -1.294 2.539 -2.109
H -2.035 2.703 -4.467
H -4.114 1.579 -5.194
H -5.474 0.315 -3.567
H -4.773 0.174 -1.222
H -1.220 3.672 1.367
H -2.161 5.735 2.379
H -4.604 6.041 2.498
H -6.124 4.307 1.612
H -5.214 2.270 0.586
H -4.609 -1.859 2.878
H -4.706 -3.138 4.973
H -2.778 -4.502 5.689
H -0.730 -4.582 4.315
H -0.604 -3.280 2.201
H -1.893 -3.694 -1.035
H -3.286 -5.084 -2.526
H -5.730 -4.733 -2.620
H -6.792 -3.009 -1.207
H -5.432 -1.621 0.282
C -0.006 1.307 3.495
N 0.268 -0.094 3.814
C 1.163 -0.860 3.192
N 1.533 -2.008 3.796
O 1.701 -0.570 2.075
H 0.693 1.972 4.002
H -1.012 1.540 3.836
H 0.036 1.484 2.426
H -0.094 -0.441 4.688
H 1.235 -2.252 4.725
H 2.123 -2.650 3.301
C 6.429 -0.318 1.617
C 5.027 -0.814 1.689
C 4.776 -2.286 1.618
Sb 3.562 0.130 -0.125
C 4.733 -0.663 -1.857
C 4.747 -2.178 -1.851
C 6.096 -0.005 -1.978
C 3.874 2.116 0.713
C 2.551 2.872 0.771
C 4.960 2.845 -0.077
H 6.868 -0.497 2.613
H 6.517 0.754 1.441
H 7.035 -0.868 0.899
H 4.396 -0.286 2.410
H 5.450 -2.797 0.935
H 3.745 -2.551 1.367
H 4.980 -2.680 2.626
H 4.043 -0.272 -2.601
H 5.456 -2.577 -1.128
H 5.082 -2.515 -2.838
H 3.767 -2.621 -1.673
H 6.805 -0.375 -1.239
H 6.061 1.082 -1.929
H 6.503 -0.269 -2.963
H 4.204 1.871 1.724
H 2.234 3.212 -0.213
H 2.711 3.754 1.401
H 1.738 2.298 1.222
H 4.667 2.987 -1.119
H 5.933 2.357 -0.048
H 5.086 3.840 0.361
C 2.850 2.254 -4.445
N 1.819 1.334 -3.910
C 0.881 0.807 -4.764
C -0.056 -0.050 -4.348
C -0.067 -0.393 -2.964
N 0.854 0.147 -2.127
C 1.822 0.975 -2.598
O 2.729 1.409 -1.845
N -0.952 -1.232 -2.475
H 2.379 2.904 -5.176
H 3.650 1.688 -4.918
H 3.248 2.850 -3.634
H 0.953 1.131 -5.794
H -0.790 -0.457 -5.029
H -1.667 -1.612 -3.075
H -0.986 -1.468 -1.474
*
```

[3]
Below is a 8-piece molecular cluster, C41H56FN9O3P overall, with properties calculated with wB97M-V/def2-TZVPD.

- E_tot: -2754.7072 Eh

Structure (ORCA input):
```
! RIJCOSX wB97M-V def2-TZVPD def2/J DEFGRID3
* xyz 1 1
C 1.199 -6.625 2.612
C 0.622 -6.555 1.242
N 0.302 -5.301 0.458
C 1.015 -3.976 0.309
P 2.635 -3.453 1.175
O 2.304 -2.564 2.477
C 0.131 -3.082 -0.742
C 0.353 -1.586 -1.375
C 1.025 -0.490 -0.358
C -0.102 0.044 0.727
N -1.098 -3.862 -1.158
F -2.114 -3.504 -1.985
C -0.929 -5.165 -0.409
C -2.179 -6.226 -0.685
C -3.430 -5.678 0.267
O -4.738 -5.706 -0.421
C -5.565 -4.744 0.381
O -6.244 -5.294 1.405
C -5.595 -3.117 0.035
C -6.914 -2.355 0.681
H 2.355 -6.807 2.760
H 0.541 -6.568 3.586
H 0.334 -7.588 0.717
H 3.315 -4.671 1.600
H 3.472 -2.752 0.234
H -0.698 -1.133 -1.712
H 0.989 -1.691 -2.351
H 1.291 0.462 -1.027
H 2.037 -0.828 0.126
H 0.193 1.141 1.041
H -1.126 0.100 0.144
H -0.123 -0.720 1.613
H -1.815 -7.262 -0.221
H -2.454 -6.302 -1.820
H -3.194 -4.527 0.477
H -3.427 -6.200 1.322
H -5.576 -2.890 -1.117
H -4.638 -2.587 0.491
H -7.664 -3.095 1.222
H -7.523 -1.866 -0.212
H -6.605 -1.492 1.409
N 4.967 -1.696 3.512
C 5.209 -0.385 3.193
C 6.056 0.136 4.146
C 6.339 -0.900 5.069
C 5.656 -2.020 4.651
H 4.373 -2.325 2.987
H 4.757 0.065 2.319
H 6.430 1.151 4.174
H 6.974 -0.836 5.943
H 5.601 -3.017 5.066
N 8.231 3.422 3.660
C 9.044 4.516 3.807
C 9.738 4.692 2.631
C 9.325 3.671 1.741
C 8.392 2.903 2.401
H 7.610 3.055 4.369
H 9.059 5.073 4.734
H 10.462 5.471 2.434
H 9.670 3.514 0.727
H 7.832 2.034 2.085
N 0.840 3.262 -2.438
C 1.961 3.865 -2.945
C 2.384 4.810 -2.036
C 1.490 4.770 -0.940
C 0.548 3.803 -1.213
H 0.311 2.530 -2.895
H 2.359 3.573 -3.907
H 3.244 5.456 -2.151
H 1.529 5.380 -0.047
H -0.303 3.456 -0.642
N -8.093 0.923 2.709
C -8.376 1.944 1.840
C -9.632 1.725 1.320
C -10.127 0.533 1.901
C -9.157 0.061 2.757
H -7.234 0.823 3.234
H -7.660 2.737 1.665
H -10.138 2.357 0.602
H -11.087 0.070 1.716
H -9.133 -0.814 3.394
N 9.265 3.208 -2.138
C 8.452 4.215 -2.588
C 7.276 3.649 -3.026
C 7.381 2.251 -2.828
C 8.619 2.007 -2.275
H 10.196 3.332 -1.762
H 8.779 5.246 -2.559
H 6.432 4.184 -3.442
H 6.635 1.503 -3.062
H 9.094 1.085 -1.970
N -12.364 3.839 -0.641
C -13.002 2.675 -0.981
C -14.201 2.634 -0.306
C -14.292 3.817 0.464
C -13.146 4.545 0.237
H -11.458 4.132 -0.984
H -12.548 1.977 -1.672
H -14.932 1.837 -0.363
H -15.107 4.108 1.115
H -12.819 5.501 0.624
N 3.921 0.843 -4.809
C 5.017 0.932 -5.627
C 4.999 -0.148 -6.481
C 3.848 -0.911 -6.172
C 3.199 -0.275 -5.138
H 3.681 1.500 -4.078
H 5.715 1.752 -5.530
H 5.735 -0.362 -7.246
H 3.527 -1.826 -6.653
H 2.289 -0.522 -4.608
*
```

[4]
Below is C41H56KN5P2 as an isolated structure, with properties calculated with wB97M-V/def2-TZVPD.

- ΔE to the lowest compared entry with this formula, charge and spin: 106.4 kJ/mol
- E_tot: -3152.3427 Eh

Structure (ORCA input):
```
! RIJCOSX wB97M-V def2-TZVPD def2/J DEFGRID3
* xyz -2 1
K 0.376 0.429 0.116
C -3.464 -0.536 -3.835
C -2.283 -0.119 -2.954
C -0.980 -0.673 -3.528
P -2.363 -0.390 -1.090
C -4.195 -0.429 -0.804
C -4.474 -0.903 0.622
C -4.795 0.960 -1.030
C -1.896 -2.142 -0.820
C -2.283 -3.150 -1.703
C -1.870 -4.467 -1.585
C -1.008 -4.780 -0.529
C -0.640 -3.832 0.393
C -1.102 -2.476 0.335
N -0.796 -1.560 1.279
C -0.577 -1.984 2.585
C -1.440 -2.963 3.134
C -1.312 -3.436 4.422
C -0.300 -2.938 5.236
C 0.508 -1.933 4.727
C 0.402 -1.402 3.437
P 1.346 0.277 3.049
C 3.081 -0.408 3.458
C 4.039 0.051 2.347
C 3.265 -1.926 3.570
C 0.302 1.155 4.355
C 0.881 1.243 5.762
C -1.166 0.726 4.372
H -3.294 -0.153 -4.847
H -4.421 -0.140 -3.495
H -3.558 -1.620 -3.918
H -2.210 0.974 -3.014
H -0.970 -1.765 -3.501
H -0.107 -0.311 -2.980
H -0.875 -0.352 -4.569
H -4.642 -1.144 -1.503
H -4.015 -0.227 1.347
H -4.058 -1.896 0.797
H -5.551 -0.938 0.818
H -4.555 1.607 -0.184
H -5.886 0.909 -1.111
H -4.413 1.448 -1.930
H -2.941 -2.889 -2.522
H -2.196 -5.220 -2.291
H -0.620 -5.790 -0.431
H 0.020 -4.104 1.207
H -2.235 -3.345 2.503
H -2.006 -4.184 4.794
H -0.162 -3.302 6.249
H 1.265 -1.521 5.386
H 3.391 0.063 4.395
H 3.960 -0.627 1.492
H 5.074 0.010 2.700
H 3.849 1.063 1.999
H 2.685 -2.456 2.811
H 2.980 -2.338 4.534
H 4.323 -2.159 3.408
H 0.319 2.174 3.958
H 0.784 0.295 6.295
H 0.346 2.001 6.345
H 1.933 1.532 5.734
H -1.342 -0.154 4.992
H -1.533 0.491 3.369
H -1.767 1.552 4.770
C -1.780 3.337 0.276
N -0.605 2.986 -0.482
C 0.592 3.594 0.107
C -0.683 3.138 -1.897
C -1.696 3.862 -2.504
C -1.774 4.000 -3.893
C -0.784 3.427 -4.675
C 0.244 2.701 -4.090
C 0.319 2.494 -2.698
N 1.188 1.630 -2.116
C 2.447 1.430 -2.577
C 3.279 2.469 -3.060
C 4.613 2.268 -3.357
C 5.198 1.013 -3.209
C 4.391 -0.037 -2.786
C 3.046 0.138 -2.497
N 2.216 -1.004 -2.191
C 2.210 -1.997 -3.247
C 2.472 -1.630 -0.902
H -1.944 4.427 0.338
H -1.668 2.961 1.296
H -2.661 2.873 -0.164
H 0.495 4.690 0.158
H 1.466 3.342 -0.488
H 0.750 3.225 1.123
H -2.453 4.331 -1.888
H -2.584 4.565 -4.340
H -0.821 3.523 -5.756
H 0.994 2.224 -4.710
H 2.843 3.456 -3.164
H 5.212 3.107 -3.695
H 6.245 0.853 -3.431
H 4.814 -1.032 -2.693
H 3.181 -2.507 -3.370
H 1.948 -1.523 -4.194
H 1.456 -2.755 -3.020
H 3.454 -2.132 -0.850
H 1.692 -2.368 -0.698
H 2.446 -0.874 -0.121
N 2.887 3.514 3.253
C 2.530 2.406 3.281
*
```